DFT (ωB97M-V/def2-TZVPD) results for a single C15H30O4S molecule.

Values from the calculation:
SMILES: CCCCCCCCCCCCS(=O)(=O)CCC(=O)O

Structure (XYZ):
```
50
Properties=species:S:1:pos:R:3:lowdin_charge:R:1
C -5.15275 -1.61637 1.36167 -0.11
C -4.09173 -0.98765 0.46572 -0.28
C -4.62481 0.25299 -0.24850 -0.22
C -3.58940 0.94618 -1.13646 -0.22
C -2.50871 1.68400 -0.34602 -0.22
C -1.52027 2.39235 -1.27035 -0.21
C -0.47325 3.21389 -0.51765 -0.21
C 0.49361 2.34069 0.28200 -0.22
C 1.71425 3.13071 0.74737 -0.21
C 2.71794 2.30411 1.55458 -0.20
H 3.53497 2.96438 1.85306 0.11
C 3.30083 1.11804 0.77052 -0.22
C 2.57602 -0.19907 1.02985 -0.22
H 1.57003 -0.04162 1.40472 0.08
H 3.13214 -0.86285 1.68489 0.11
S 2.39123 -1.06276 -0.56211 0.67
O 3.67858 -1.17881 -1.19084 -0.31
O 1.35174 -0.41412 -1.31818 -0.31
C 1.81668 -2.77263 -0.21173 -0.20
C 0.65021 -2.78260 0.76093 -0.11
C -0.35028 -1.69527 0.40948 -0.57
O -0.55732 -0.74210 1.11495 0.09
O -0.99016 -1.92949 -0.72062 0.13
H -1.54898 -1.16868 -0.95858 0.11
H 0.14012 -3.74741 0.71668 0.13
H 0.99201 -2.60810 1.78200 0.13
H 1.52715 -3.15367 -1.18829 0.11
H 2.67426 -3.32481 0.16038 0.10
H 3.24174 1.33254 -0.29870 0.11
H 4.35767 0.99361 1.00888 0.11
H 2.24271 1.94102 2.46783 0.11
H 2.22472 3.54339 -0.12637 0.12
H 1.38463 3.97307 1.36188 0.11
H -0.01819 1.91981 1.14856 0.11
H 0.81134 1.51752 -0.35651 0.08
H -0.97084 3.92660 0.14520 0.11
H 0.09988 3.78964 -1.24906 0.11
H -2.07558 3.05504 -1.94036 0.11
H -1.00361 1.65298 -1.88719 0.11
H -2.98860 2.42433 0.29904 0.12
H -1.96677 0.98990 0.29441 0.08
H -4.10710 1.66993 -1.77194 0.11
H -3.12778 0.21091 -1.80366 0.11
H -5.47923 -0.04126 -0.86386 0.11
H -4.98699 0.96607 0.49544 0.11
H -3.77524 -1.72392 -0.27849 0.11
H -3.22682 -0.72185 1.07531 0.09
H -4.76182 -2.50408 1.85398 0.07
H -6.02566 -1.90329 0.77862 0.07
H -5.47041 -0.91220 2.12742 0.07
```


DFT (ωB97M-V/def2-TZVPD) results for a molecular structure, C15H31BrCaP2.

Structure (XYZ):
```
50
Properties=species:S:1:pos:R:3:lowdin_charge:R:1
P -0.00805 -1.47104 -1.92429 0.85
P 0.15114 1.75371 -1.75410 0.86
C -0.33576 -0.46049 -3.44401 -0.42
C 0.38203 0.89881 -3.39378 -0.42
H -1.43584 -0.34140 -3.51962 0.08
H 0.00765 -1.04637 -4.30840 0.07
H 1.47554 0.79246 -3.53671 0.08
H -0.00115 1.57704 -4.16978 0.07
C -1.54193 2.43795 -1.98483 -0.27
H -1.74763 3.13526 -1.16039 0.05
H -2.29381 1.63310 -1.96867 0.04
H -1.60308 2.97474 -2.94074 0.04
C 1.20888 3.21532 -2.01776 -0.29
H 0.88019 3.77682 -2.90353 0.04
H 2.24336 2.87447 -2.15692 0.04
H 1.13950 3.84661 -1.12320 0.04
C -1.06561 -2.92392 -2.18829 -0.29
H -0.91491 -3.60133 -1.33686 0.04
H -0.81361 -3.43892 -3.12575 0.04
H -2.11319 -2.59217 -2.21610 0.04
C 1.69145 -2.06863 -2.24816 -0.28
H 2.41232 -1.23561 -2.19120 0.04
H 1.76447 -2.53605 -3.23908 0.04
H 1.94503 -2.81470 -1.48013 0.04
Ca 0.09726 0.11509 4.40954 0.88
C 0.59181 1.73308 1.73198 -0.16
C -0.73844 1.61400 1.56326 -0.13
C -1.48817 0.62411 0.73056 -0.27
C -1.89384 -0.68300 1.43696 -0.19
C -0.77317 -1.54774 1.93028 -0.14
C 0.54775 -1.46899 1.68198 -0.12
C 1.22610 -0.53956 0.72861 -0.29
C 1.69905 0.81224 1.28897 -0.20
C 0.17756 -1.79291 5.82707 -0.39
H 0.94322 2.58466 2.34141 0.10
H -1.39496 2.35620 2.05099 0.12
H -0.91268 0.34674 -0.17085 -0.03
H -2.40621 1.11708 0.34654 0.11
H -2.57652 -0.43104 2.27087 0.12
H -2.55958 -1.23463 0.74245 0.12
H -1.11759 -2.32349 2.63422 0.11
H 1.23364 -2.18014 2.17015 0.12
H 0.51925 -0.29453 -0.08230 -0.06
H 2.07382 -1.05124 0.23445 0.10
H 2.41932 0.63699 2.11402 0.11
H 2.32378 1.31907 0.52733 0.11
H 0.91844 -1.76646 6.64346 -0.07
H 0.45822 -2.61255 5.14367 -0.09
H -0.79882 -2.04181 6.27360 -0.07
Br 0.00376 2.32320 5.76306 -0.33
```


DFT (ωB97M-V/def2-TZVPD) results for a molecular structure, C15H31BrNO10S5.

Values from the calculation:
Total charge: -1

Structure (XYZ):
```
63
Properties=species:S:1:pos:R:3:lowdin_charge:R:1
C -1.43113 -2.88173 -1.11050 -0.12
C -2.03572 -1.74444 -1.93658 -0.32
C -1.87760 -0.36045 -1.30782 -0.73
Br -2.59434 0.94827 -2.56855 0.71
S -2.66889 -0.11184 0.33917 0.45
O -2.68478 -1.41915 0.96989 -0.36
O -3.95678 0.49323 0.11965 -0.37
N -1.64312 0.75884 1.16851 -0.37
S -1.02325 2.13957 0.69528 0.49
O 0.04839 1.97347 -0.26857 -0.39
O -1.99053 3.17778 0.39021 -0.39
H -2.17246 -3.18934 -0.37404 0.06
H -0.52189 -2.55991 -0.60140 0.07
H -1.22483 -3.74956 -1.73528 0.05
H -1.51474 -1.68547 -2.89731 0.08
H -3.08641 -1.92803 -2.17131 0.11
H -0.82984 -0.07978 -1.21096 0.05
H -0.44696 2.47552 1.85842 0.04
C 3.45978 -3.72553 -5.21685 -0.23
C 3.77501 -2.87280 -3.97917 -0.21
C 2.44553 -2.34065 -3.43762 -0.21
S 1.19743 -3.55198 -3.90236 0.66
O 0.27800 -2.94928 -4.83515 -0.32
O 0.70921 -4.21578 -2.72448 -0.32
C 2.30184 -4.63226 -4.81629 -0.23
H 4.32369 -4.30521 -5.54127 0.11
H 3.15548 -3.08215 -6.04547 0.12
H 4.26016 -3.49243 -3.22248 0.12
H 4.45183 -2.05285 -4.21560 0.11
H 2.42481 -2.24026 -2.35464 0.11
H 2.15603 -1.39817 -3.89910 0.11
H 1.75053 -5.06150 -5.64950 0.10
H 2.62276 -5.41714 -4.13132 0.11
C -0.55487 -3.36165 3.68865 -0.21
C 0.36960 -2.59428 4.64326 -0.22
C 1.77240 -2.62610 4.03168 -0.23
S 1.53357 -2.74875 2.24427 0.66
O 2.06348 -4.02286 1.80785 -0.34
O 1.99123 -1.54096 1.60793 -0.32
C -0.25077 -2.83282 2.29399 -0.24
H -1.60568 -3.21107 3.93238 0.12
H -0.34243 -4.43268 3.74243 0.12
H 0.02458 -1.56240 4.72912 0.12
H 0.37124 -3.02747 5.64386 0.11
H 2.35582 -1.72992 4.22868 0.10
H 2.33245 -3.50865 4.33626 0.10
H -0.59008 -3.47737 1.48843 0.09
H -0.65020 -1.82883 2.14251 0.09
C -1.83673 7.79977 1.93157 -0.23
C -1.96394 6.97008 0.64468 -0.21
C -0.62814 6.25838 0.42049 -0.21
S 0.08847 6.02327 2.05256 0.67
O 1.30742 6.78947 2.16645 -0.33
O 0.06135 4.62153 2.35956 -0.33
C -1.20671 6.86895 2.96109 -0.23
H -2.80371 8.16881 2.27305 0.11
H -1.18720 8.66217 1.76246 0.11
H -2.75364 6.22626 0.76405 0.12
H -2.22104 7.59109 -0.21278 0.11
H -0.73902 5.27196 -0.02978 0.09
H 0.07517 6.86170 -0.15167 0.10
H -0.75895 7.36774 3.81766 0.10
H -1.91088 6.10564 3.29180 0.11
```


DFT (ωB97M-V/def2-TZVPD) results for a molecular structure, C15H31BrP2Pb.

Structure (XYZ):
```
50
Properties=species:S:1:pos:R:3:lowdin_charge:R:1
P 1.88202 1.65788 1.05207 0.65
P 0.12429 -0.37808 -1.86238 0.88
C 1.92609 1.73123 -0.82762 -0.43
C 0.61771 1.36796 -1.59147 -0.38
H 2.75489 1.13716 -1.22723 0.02
H 2.18317 2.78470 -1.01387 0.08
H -0.25188 1.86964 -1.15228 0.05
H 0.71109 1.73564 -2.61723 0.08
C 1.41547 -1.17424 -2.80473 -0.26
H 1.36582 -2.25657 -2.66422 0.05
H 2.39814 -0.82493 -2.48958 0.02
H 1.24256 -0.94222 -3.85954 0.04
C -1.26660 -0.25481 -3.09617 -0.23
H -0.87579 0.06941 -4.07128 0.04
H -2.03390 0.45841 -2.75365 0.05
H -1.75117 -1.23462 -3.22274 0.04
C 3.26974 2.54115 1.91176 -0.30
H 3.49926 2.06426 2.87841 0.04
H 2.91466 3.55024 2.13932 0.03
H 4.17212 2.63178 1.31591 0.03
C 0.64006 2.96077 1.26114 -0.31
H -0.22104 2.75162 0.63396 0.01
H 1.13987 3.88563 0.94578 0.05
H 0.35753 3.00365 2.31984 0.05
Pb 3.33680 -0.59040 0.91170 0.75
C -2.56569 -1.96035 -0.87355 -0.14
C -1.21068 -1.93672 -0.68927 -0.29
C -0.44908 -1.64874 0.59573 -0.25
C -1.18671 -0.91089 1.71349 -0.19
C -1.67174 0.45946 1.27982 -0.10
C -2.75476 0.79416 0.54564 -0.11
C -3.89867 -0.06450 0.12506 -0.20
C -3.62247 -1.58188 0.09026 -0.21
C 2.57538 -1.77492 2.68142 -0.38
H -3.01859 -2.34509 -1.79545 0.10
H -0.67910 -2.61484 -1.36665 0.09
H 0.41558 -0.98353 0.35392 0.01
H 0.05038 -2.57930 0.92700 0.12
H -1.96517 -1.51233 2.20179 0.10
H -0.42694 -0.74750 2.50810 0.09
H -1.10420 1.25368 1.76851 0.06
H -2.96393 1.84706 0.36336 0.10
H -4.22001 0.29391 -0.86835 0.11
H -4.73498 0.16234 0.80949 0.12
H -3.38682 -1.95045 1.10374 0.10
H -4.57640 -2.07112 -0.20397 0.11
H 2.34332 -2.79007 2.31999 -0.03
H 1.70502 -1.32135 3.17540 -0.04
H 3.42236 -1.83560 3.39285 -0.02
Br 4.37296 -2.72669 -0.27426 -0.20
```


DFT (ωB97M-V/def2-TZVPD) results for a molecular structure, C15H31HfNO2P2.

Values from the calculation:
Total charge: +2

Structure (XYZ):
```
52
Properties=species:S:1:pos:R:3:lowdin_charge:R:1
P -0.34646 -1.90180 -1.43159 0.95
P 0.42996 2.00391 -1.26184 0.94
C -0.45690 -0.47128 -2.60738 -0.28
C 0.56857 0.70746 -2.53267 -0.28
H -1.49319 -0.10516 -2.65702 0.10
H -0.28233 -0.95518 -3.57855 0.11
H 1.60584 0.34121 -2.57467 0.10
H 0.44551 1.28217 -3.46698 0.12
C -1.17092 2.76809 -1.56373 -0.14
H -1.46029 3.37197 -0.70072 0.08
H -1.97754 2.05255 -1.76905 0.07
H -1.04712 3.42944 -2.42853 0.08
C 1.69369 3.24406 -1.61195 -0.14
H 1.40199 3.82068 -2.49562 0.08
H 2.66492 2.75937 -1.76481 0.08
H 1.78051 3.91786 -0.75192 0.08
C -1.58350 -3.07171 -2.00385 -0.16
H -1.69482 -3.88080 -1.26950 0.08
H -1.22091 -3.46937 -2.95424 0.07
H -2.53575 -2.54310 -2.13429 0.08
C 1.28300 -2.53620 -1.91746 -0.14
H 2.03966 -1.74539 -2.00169 0.06
H 1.16611 -2.96405 -2.91985 0.08
H 1.65465 -3.30538 -1.23223 0.09
Hf -0.51215 0.31866 3.03794 1.69
C 0.57236 1.74359 0.48157 -0.42
C -0.81084 1.47949 1.09398 -0.36
C -1.52783 0.35858 0.36229 -0.26
C -1.68443 -1.02996 1.00642 -0.18
C -0.64548 -2.06830 0.37026 -0.39
C 0.65677 -1.80775 0.99945 -0.26
C 1.43188 -0.70127 0.43872 -0.29
C 1.49655 0.66367 1.14986 -0.17
C 1.17843 -0.54733 4.15294 -0.25
H 0.94954 2.72581 0.80360 0.12
H -1.38899 2.40182 1.21720 0.10
H -1.01875 0.17958 -0.60559 0.03
H -2.51612 0.75506 0.04629 0.14
H -1.62985 -1.06609 2.15128 0.06
H -2.72097 -1.34989 0.81792 0.13
H -1.02480 -3.09644 0.46876 0.12
H 1.12757 -2.50615 1.68948 0.09
H 1.02489 -0.44357 -0.56156 0.02
H 2.43615 -1.08216 0.16825 0.13
H 1.30108 0.61901 2.25359 0.02
H 2.54889 1.00858 1.11499 0.14
H 1.91762 0.19019 4.50109 0.02
H 1.75630 -1.30093 3.59468 0.01
H 0.82155 -1.06073 5.06148 0.02
O -1.94768 -0.11286 4.53212 -0.19
N -2.05101 1.10412 4.95825 0.00
O -1.20537 1.87595 4.32486 -0.19
```


DFT (ωB97M-V/def2-TZVPD) results for 3 unconnected molecules or ions with the total composition C15H31INO6.

Values from the calculation:
Total charge: -1

Structure (XYZ):
```
54
Properties=species:S:1:pos:R:3:lowdin_charge:R:1
C 0.59791 1.41182 -0.22801 -0.14
C -0.73893 0.66782 -0.22507 -0.37
C -0.74474 -0.56830 -1.14932 -0.59
I -2.79279 -1.63123 -0.36742 0.35
C 0.39637 -1.40834 -1.28691 -0.25
C 0.45685 -2.82484 -0.77963 -0.30
C 1.81666 -3.52179 -1.01535 -0.23
C 2.61294 -3.06351 -2.24038 -0.24
C 1.96945 -3.50708 -3.56071 -0.22
C 2.38837 -2.68397 -4.77930 -0.30
N 2.15494 -1.25432 -4.60071 0.00
H 0.87650 1.73349 -1.23768 0.07
H 0.50682 2.31484 0.39239 0.06
H 1.40458 0.78418 0.15790 0.05
H -1.51793 1.35408 -0.58013 0.08
H -1.02443 0.39992 0.80104 0.04
H -1.07892 -0.22047 -2.13781 0.06
H 0.62410 -1.41473 -2.36255 0.05
H 0.29079 -2.83762 0.30797 0.08
H -0.35651 -3.44556 -1.20112 0.07
H 2.43932 -3.39439 -0.12121 0.10
H 1.65973 -4.60677 -1.12276 0.10
H 2.75402 -1.97934 -2.20998 0.09
H 3.61125 -3.52113 -2.17409 0.10
H 0.87800 -3.48572 -3.46426 0.11
H 2.25466 -4.55073 -3.75902 0.10
H 3.44207 -2.91204 -5.01320 0.10
H 1.80306 -3.00882 -5.64686 0.10
H 1.84815 -0.79351 -5.44315 0.05
H 2.93191 -0.75195 -4.19943 0.06
C 1.05009 0.56577 3.38502 -0.01
O 2.41758 0.94165 3.14408 0.01
C 3.07990 1.34356 4.21323 -0.63
O 2.65607 1.42206 5.34037 0.11
O 4.32956 1.66035 3.84578 0.00
C 5.15666 2.11174 4.91766 -0.05
H 0.64711 0.27359 2.42139 0.07
H 1.00734 -0.26117 4.09097 0.10
H 0.49406 1.41249 3.78370 0.10
H 5.25442 1.34054 5.68066 0.09
H 4.74120 3.00930 5.37403 0.09
H 6.12074 2.32496 4.46541 0.09
C -5.59074 5.01676 0.45002 -0.06
O -5.62200 3.72845 -0.16241 0.00
C -5.72339 2.71134 0.70705 -0.63
O -5.81014 2.84036 1.90399 0.11
O -5.71799 1.57950 0.03001 0.00
C -5.79358 0.38869 0.83841 -0.07
H -5.50610 5.72271 -0.37111 0.09
H -6.50256 5.19708 1.01836 0.09
H -4.73465 5.10414 1.11770 0.10
H -6.72280 0.39201 1.40714 0.09
H -4.93863 0.33214 1.50689 0.08
H -5.75635 -0.43801 0.13837 0.04
```


Results for max |F|: 0.0173; 0.0255; 0.0164; 0.0428; 0.0536; 0.0449 (in hartree/bohr, following the order of the records).
Results for E_LUMO: 0.51; 0.22; 2.19; -0.54; -7.09; 2.57 (in eV, following the order of the records).
Results for orbital gap: 10.85; 7.45; 8.00; 6.13; 5.35; 4.97 (in eV, following the order of the records).